1.
{
  "formula": "C50H67F3N8O3P2",
  "method": "ωB97M-V/def2-TZVPD",
  "elements": ["P", "P", "F", "F", "F", "O", "O", "O", "N", "N", "N", "N", "N", "N", "N", "N", "C", "C", "C", "C", "C", "C", "C", "C", "C", "C", "C", "C", "C", "C", "C", "C", "C", "C", "C", "C", "C", "C", "C", "C", "C", "C", "C", "C", "C", "C", "C", "C", "C", "C", "C", "C", "C", "C", "C", "C", "C", "C", "C", "C", "C", "C", "C", "C", "C", "C", "H", "H", "H", "H", "H", "H", "H", "H", "H", "H", "H", "H", "H", "H", "H", "H", "H", "H", "H", "H", "H", "H", "H", "H", "H", "H", "H", "H", "H", "H", "H", "H", "H", "H", "H", "H", "H", "H", "H", "H", "H", "H", "H", "H", "H", "H", "H", "H", "H", "H", "H", "H", "H", "H", "H", "H", "H", "H", "H", "H", "H", "H", "H", "H", "H", "H", "H"],
  "xyz": [[-0.284, -0.617, 4.069], [-4.098, 0.462, -2.226], [-0.123, 4.394, -2.306], [-0.669, 4.353, -0.218], [-2.218, 4.444, -1.721], [0.396, 1.133, 1.680], [-1.599, -6.017, -0.506], [-0.220, -3.311, 2.259], [0.417, 8.458, -3.468], [7.357, 0.733, 0.426], [13.224, -0.833, 1.826], [0.152, -1.032, 2.438], [-1.665, 0.101, 4.087], [2.699, -2.722, 1.171], [-0.939, 6.075, 2.387], [0.252, -4.739, -6.608], [-5.683, -2.242, -1.109], [-2.049, 0.392, -0.186], [-2.366, -2.436, 0.150], [-3.068, 0.600, -3.759], [-0.155, -6.009, -6.912], [1.646, 7.795, -5.183], [7.931, -0.259, -0.319], [9.522, 1.181, 0.346], [-5.943, -2.229, 0.410], [-2.505, -3.921, 0.401], [-6.021, -0.797, 0.997], [-5.743, 1.555, 4.205], [-1.973, 5.499, 3.071], [-0.454, -2.196, 1.910], [3.268, -3.714, 0.422], [-1.418, -1.722, 0.872], [-1.824, 1.883, -0.251], [-4.220, -2.493, -1.540], [3.662, -1.845, 1.584], [0.818, -4.722, -5.362], [9.275, -0.011, -0.390], [-7.259, -3.002, 0.720], [0.150, -6.814, -5.847], [-0.630, 7.281, 2.951], [-1.593, -4.650, -0.574], [-2.265, -5.372, -1.695], [-5.779, 0.058, 4.261], [-5.169, -0.732, 3.367], [0.769, -5.996, -4.862], [-4.650, 2.130, -1.682], [4.614, -3.468, 0.351], [-2.328, 6.344, 4.088], [-4.868, -0.405, 1.935], [-3.009, -0.319, -0.957], [-3.169, -1.717, -0.775], [8.319, 1.614, 0.839], [13.729, -2.811, 0.972], [4.865, -2.280, 1.090], [0.354, 7.091, -3.482], [-1.076, 2.383, -1.486], [-1.474, 7.478, 4.012], [1.204, 8.894, -4.499], [-0.187, 0.103, 1.605], [-1.019, 3.896, -1.442], [-6.506, -0.580, 5.413], [-1.274, -0.360, 0.698], [14.261, -1.671, 1.511], [12.315, -2.656, 0.964], [1.105, 6.649, -4.538], [12.036, -1.427, 1.499], [-1.479, 8.338, 4.661], [-0.653, -4.170, -0.820], [14.289, -3.662, 0.623], [-7.969, -2.400, 1.282], [11.588, -3.365, 0.607], [-2.744, 2.442, -0.111], [-4.722, 0.675, 1.848], [-0.272, -1.849, 4.732], [0.735, 0.214, 4.555], [-2.141, -4.168, 1.392], [-1.603, -5.530, -2.536], [15.282, -1.384, 1.697], [-3.160, 1.575, -4.232], [-7.566, -0.648, 5.185], [-5.229, 1.949, 5.078], [1.721, -2.646, 1.385], [-2.366, 4.540, 2.776], [-3.915, -0.851, 1.659], [1.382, 9.944, -4.655], [-3.307, -0.215, -4.433], [-6.246, -3.070, -1.540], [-4.015, 2.951, -2.004], [-0.478, 5.671, 1.592], [2.670, -4.507, 0.008], [-4.822, 2.153, -0.610], [-6.744, 1.985, 4.122], [1.207, -3.810, -4.942], [5.338, -4.071, -0.171], [-6.085, -1.344, -1.563], [-5.622, 2.282, -2.145], [-0.216, 6.560, -2.748], [-4.055, -3.558, -1.477], [-0.624, -6.231, -7.855], [-1.203, 2.138, 0.597], [1.136, -6.309, -3.899], [-2.016, 0.481, -3.498], [0.160, 7.894, 2.551], [-0.036, 2.066, -1.495], [3.410, -0.993, 2.192], [-0.044, 9.050, -2.803], [-1.608, 1.036, 4.469], [6.378, 0.804, 0.636], [0.151, -3.941, -7.207], [-7.059, -3.885, 1.326], [10.474, 1.663, 0.496], [-5.203, 1.895, 3.326], [1.251, 5.619, -4.818], [5.818, -1.801, 1.244], [-7.765, -3.339, -0.182], [-1.566, 2.145, -2.422], [-5.165, -2.778, 0.942], [11.099, -0.925, 1.673], [-6.345, -0.005, 6.328], [-3.506, -4.283, 0.219], [-4.831, -1.704, 3.719], [10.001, -0.613, -0.910], [-4.155, -2.247, -2.600], [8.067, 2.468, 1.443], [-6.111, -1.578, 5.595], [-0.046, -7.871, -5.780], [-6.009, -0.101, 0.154], [7.334, -1.054, -0.734], [-6.946, -0.624, 1.539], [2.285, 7.808, -6.050], [-3.111, 6.171, 4.807], [13.321, 0.077, 2.234], [-3.185, -5.914, -1.536]],
  "gap_ev": 7.044,
  "homo_energy_ev": -8.0673,
  "max_force_ev_per_a": 2.96,
  "smiles": "CC(C)=CCC[C@@H](C)CCc1c(C[C@@H]2CO2)c2c(c(CCC(F)(F)F)c1P(C)C)C(=O)N([PH2]=N)C2=O.c1cc[nH]c1.c1cc[nH]c1.c1cc[nH]c1.c1cc[nH]c1.c1cc[nH]c1.c1cc[nH]c1",
  "lumo_energy_ha": -0.03762,
  "multiplicity": 1
}



2.
{
  "formula": "C50H71Br3N4O4S",
  "method": "ωB97M-V/def2-TZVPD",
  "elements": ["Br", "Br", "Br", "S", "O", "O", "O", "O", "N", "N", "N", "N", "C", "C", "C", "C", "C", "C", "C", "C", "C", "C", "C", "C", "C", "C", "C", "C", "C", "C", "C", "C", "C", "C", "C", "C", "C", "C", "C", "C", "C", "C", "C", "C", "C", "C", "C", "C", "C", "C", "C", "C", "C", "C", "C", "C", "C", "C", "C", "C", "C", "C", "H", "H", "H", "H", "H", "H", "H", "H", "H", "H", "H", "H", "H", "H", "H", "H", "H", "H", "H", "H", "H", "H", "H", "H", "H", "H", "H", "H", "H", "H", "H", "H", "H", "H", "H", "H", "H", "H", "H", "H", "H", "H", "H", "H", "H", "H", "H", "H", "H", "H", "H", "H", "H", "H", "H", "H", "H", "H", "H", "H", "H", "H", "H", "H", "H", "H", "H", "H", "H", "H", "H"],
  "xyz": [[1.142, 0.096, -4.741], [-3.206, 1.625, -1.921], [-2.651, 4.272, 2.004], [2.604, -1.344, 1.751], [1.678, -6.005, -3.840], [5.359, -0.630, -0.293], [3.430, 0.459, -0.926], [4.402, -6.622, -1.585], [-0.047, 7.835, 0.319], [-4.594, 1.048, 6.903], [2.292, -0.274, -1.241], [0.213, -0.095, 3.635], [2.891, -4.006, 0.347], [-3.364, 1.526, 6.277], [0.831, 9.311, -1.576], [-4.165, 1.781, 1.168], [6.512, -1.353, -5.464], [0.154, 0.330, 2.231], [-3.322, 3.047, 0.596], [-0.783, -0.959, -2.652], [0.109, 1.167, -0.805], [-0.345, 8.668, -0.844], [-0.423, -7.715, -2.087], [-0.274, -4.399, -4.618], [5.491, -6.320, -0.676], [-5.824, 0.691, 9.049], [0.198, 1.552, -2.363], [2.488, -1.736, -1.117], [0.671, -8.706, -2.726], [2.478, -2.562, -2.428], [-0.953, 1.264, 1.645], [-0.287, 0.387, -3.363], [-2.812, -4.781, -3.786], [-4.707, 1.418, 8.310], [-2.185, 2.608, -0.482], [2.869, -4.783, -1.025], [5.186, -0.511, -2.715], [1.234, -0.174, 1.244], [4.637, -0.236, -1.256], [3.100, -6.378, -0.947], [-6.436, 2.590, 6.023], [5.729, -0.019, -5.289], [0.306, -5.618, -3.808], [2.673, -2.477, 0.265], [0.783, 5.620, 1.124], [1.255, 0.225, -0.283], [2.646, -4.112, -2.399], [-0.108, -7.308, -0.535], [5.070, 0.431, -3.935], [-3.168, 3.035, 6.158], [0.376, 8.562, 1.513], [-5.802, 1.202, 6.097], [-0.762, -6.427, -2.979], [2.573, -4.867, -3.810], [0.716, 6.637, -0.010], [-2.276, -5.986, -2.980], [1.818, 9.065, 1.565], [6.607, -2.307, -4.245], [-2.353, -2.759, -5.504], [5.956, -1.869, -2.911], [-1.760, -3.985, -4.637], [-1.037, 1.691, 0.146], [-5.786, 0.939, 10.114], [-1.753, 1.607, 2.400], [-1.409, -8.320, -2.028], [-3.921, -4.534, -3.741], [7.024, -1.680, -6.432], [5.684, 0.655, -6.223], [2.400, -4.094, -4.631], [-0.009, -1.467, -1.987], [1.178, -0.167, 3.981], [1.354, 5.996, 1.977], [0.206, -9.765, -2.771], [-0.352, 0.504, 4.250], [1.315, 1.760, -2.572], [6.277, -5.670, -1.220], [-3.790, 3.463, 5.372], [0.833, -8.388, -3.809], [-0.945, -7.685, 0.152], [2.079, 9.322, 2.596], [0.236, 6.137, -0.858], [2.334, -6.883, -1.622], [1.634, -8.813, -2.122], [-0.299, 9.409, 1.681], [-1.019, -1.708, -3.498], [-3.770, 1.161, 8.816], [-0.339, 2.551, -2.494], [-2.128, 3.249, 5.891], [-1.192, 0.800, -3.953], [1.738, 6.880, -0.328], [-5.606, 0.849, 5.078], [-1.052, 9.455, -0.554], [-3.036, -6.598, -2.379], [-6.557, 0.505, 6.478], [0.491, 9.704, -2.539], [0.444, -3.758, -5.253], [-2.518, 1.119, 6.846], [4.532, 1.428, -3.845], [0.211, 7.916, 2.382], [-1.623, -2.375, -6.291], [-6.812, 0.981, 8.684], [-0.218, 5.344, 1.467], [2.337, -2.044, -3.433], [7.172, -3.309, -4.301], [1.634, 8.600, -1.782], [-2.666, -1.909, -4.784], [6.044, -7.310, -0.433], [5.100, -5.822, 0.284], [1.243, 10.153, -1.020], [-4.844, 2.500, 8.437], [-4.087, 3.654, -0.023], [3.030, -4.537, 1.346], [3.634, -5.290, -3.994], [2.537, 8.315, 1.228], [-5.239, 1.787, 0.751], [-3.375, 3.560, 7.093], [1.280, 4.710, 0.776], [-3.268, 1.078, 5.281], [1.953, 9.969, 0.971], [-4.170, 1.723, 2.310], [-5.721, -0.393, 8.954], [3.073, -6.729, 0.141], [-3.713, 0.778, 0.807], [6.070, -2.589, -2.023], [-1.764, -0.821, -2.076], [0.888, -7.726, -0.168], [-6.492, 3.079, 6.998], [-3.349, -3.139, -5.954], [-1.723, 3.578, -0.864], [-0.896, 8.053, -1.565], [-5.898, 3.244, 5.336], [-7.459, 2.506, 5.644], [-0.093, -6.157, -0.416]],
  "gap_ev": 7.552,
  "homo_energy_ev": -7.9241,
  "max_force_ev_per_a": 5.24,
  "smiles": "COCc1cc2c(cc1COc1cc(C)ccc1C(C)C)N(OC(=O)c1ccccc1)c1c(C[C@H](C)Br)c([C@@H](Br)[C@@H](C)Br)cc(N)c1S2.CCN(CC)CC.CCN(CC)CC",
  "lumo_energy_ha": -0.01368,
  "multiplicity": 1
}



- Which value of multiplicity does entry 2 give?
  1



- Look up the multiplicity of the second one.
  1